(1)
C10H7Cl5KN3O | wB97M-V/def2-TZVPD

Element x y z (Å)
K (-1.009, -0.440, 2.483)
Cl (-2.078, 3.104, 2.192)
C (-2.834, 2.216, 0.828)
C (-2.551, 0.879, 0.715)
C (-3.111, 0.269, -0.372)
Cl (-2.725, -1.477, -0.619)
C (-3.926, 0.892, -1.310)
Cl (-4.586, 0.043, -2.663)
C (-4.200, 2.248, -1.132)
Cl (-5.207, 3.082, -2.255)
C (-3.644, 2.931, -0.047)
Cl (-3.969, 4.613, 0.172)
C (3.912, -1.114, -1.078)
N (3.022, -1.366, 0.031)
C (3.419, -1.290, 1.427)
C (2.061, -1.304, 2.125)
O (1.882, -1.290, 3.326)
N (1.068, -1.312, 1.174)
C (1.673, -1.302, -0.006)
N (0.976, -1.230, -1.141)
H (4.882, -1.557, -0.860)
H (4.047, -0.046, -1.272)
H (3.543, -1.599, -1.981)
H (3.953, -0.363, 1.650)
H (4.028, -2.139, 1.739)
H (-0.032, -1.208, -1.079)
H (1.405, -1.240, -2.046)

Summary:
HOMO ... -7.93 eV
ΔE to the lowest compared entry with this formula, charge and spin ... 0.00 kJ/mol
LUMO level ... -0.003 hartree
Total charge ... 0
Spin multiplicity ... 1
Frontier orbital gap ... 7.853 eV
Largest force on an atom ... 0.50 eV Å⁻¹

Per-atom natural (NBO) charges, elementary charge units: number 1, K, carries 0.93; number 2, Cl, carries -0.08; number 3, C, carries -0.05; number 4, C, carries -0.46; number 5, C, carries -0.05; number 6, Cl, carries -0.10; number 7, C, carries -0.11; number 8, Cl, carries 0.03; number 9, C, carries -0.10; number 10, Cl, carries 0.04; number 11, C, carries -0.11; number 12, Cl, carries 0.03; number 13, C, carries -0.41; number 14, N, carries -0.40; number 15, C, carries -0.32; number 16, C, carries 0.65; number 17, O, carries -0.61; number 18, N, carries -0.69; number 19, C, carries 0.65; number 20, N, carries -0.78; number 21, H, carries 0.22; number 22, H, carries 0.20; number 23, H, carries 0.21; number 24, H, carries 0.23; number 25, H, carries 0.23; number 26, H, carries 0.44; number 27, H, carries 0.40

=====

(2)
C10H7MnN3O5 | wB97M-V/def2-TZVPD

Element x y z (Å)
Mn (0.000, 0.458, 0.480)
O (0.466, -3.623, -3.758)
C (0.304, -2.707, -2.813)
C (-0.958, -2.214, -2.436)
C (-0.999, -1.272, -1.449)
N (0.126, -0.845, -0.875)
C (1.338, -1.296, -1.214)
C (1.476, -2.238, -2.189)
C (2.401, -0.610, -0.373)
O (3.564, -0.824, -0.470)
O (1.823, 0.263, 0.481)
C (-2.199, -0.566, -0.842)
O (-3.322, -0.766, -1.175)
O (-1.796, 0.298, 0.112)
H (-0.375, -3.903, -4.147)
H (-1.877, -2.555, -2.897)
H (2.447, -2.615, -2.477)
N (-1.004, 3.234, 3.299)
C (0.365, 3.280, 3.482)
C (0.886, 2.396, 2.604)
N (-0.159, 1.819, 1.895)
C (-1.287, 2.352, 2.344)
H (-1.685, 3.779, 3.805)
H (0.831, 3.924, 4.205)
H (1.911, 2.123, 2.419)
H (-2.276, 2.109, 1.989)

Summary:
HOMO (alpha / beta) ... -13.60 / -13.59 eV
LUMO level (alpha / beta) ... -0.154 / -0.177 hartree
Total charge ... +1
Spin multiplicity ... 5
Expectation value of S² ... 6.038
Frontier orbital gap (alpha / beta) ... 9.408 / 8.769 eV
Largest force on an atom ... 0.73 eV Å⁻¹

Per-atom Löwdin charges, elementary charge units: number 1, Mn, carries 1.17; number 2, O, carries 0.14; number 3, C, carries -0.24; number 4, C, carries 0.11; number 5, C, carries -0.13; number 6, N, carries 0.00; number 7, C, carries -0.12; number 8, C, carries 0.13; number 9, C, carries -0.48; number 10, O, carries 0.18; number 11, O, carries -0.14; number 12, C, carries -0.49; number 13, O, carries 0.18; number 14, O, carries -0.15; number 15, H, carries 0.14; number 16, H, carries 0.15; number 17, H, carries 0.16; number 18, N, carries 0.10; number 19, C, carries -0.03; number 20, C, carries -0.08; number 21, N, carries -0.07; number 22, C, carries -0.12; number 23, H, carries 0.18; number 24, H, carries 0.13; number 25, H, carries 0.12; number 26, H, carries 0.15

=====

(3)
C10H8CeF2NO4P | wB97M-V/def2-TZVPD

Element x y z (Å)
C (-2.845, 3.615, 0.459)
C (-2.288, 2.529, -0.411)
F (-3.255, 1.648, -0.825)
N (-1.257, 1.689, 0.275)
C (0.124, 2.094, 0.181)
O (0.508, 3.218, 0.214)
C (0.920, 0.831, 0.100)
C (2.283, 0.601, -0.036)
C (2.737, -0.738, -0.042)
C (1.821, -1.795, 0.029)
P (2.334, -3.577, 0.244)
O (0.767, -4.349, 0.083)
O (3.148, -3.912, -1.042)
C (0.503, -1.421, 0.097)
F (-0.507, -2.491, 0.085)
C (0.034, -0.171, 0.185)
C (-1.333, 0.323, 0.361)
O (-2.287, -0.404, 0.632)
H (-2.753, 3.335, 1.498)
H (-2.290, 4.524, 0.296)
H (-3.883, 3.733, 0.200)
H (-1.836, 2.968, -1.285)
H (2.971, 1.426, -0.096)
H (3.790, -0.960, -0.069)
H (0.718, -4.998, -0.652)
H (2.758, -3.653, -1.899)
Ce (-0.883, -4.064, 1.417)

Summary:
HOMO (alpha / beta) ... -18.83 / -18.83 eV
LUMO level (alpha / beta) ... -0.543 / -0.518 hartree
Total charge ... +3
Spin multiplicity ... 2
Expectation value of S² ... 0.751
Frontier orbital gap (alpha / beta) ... 4.048 / 4.742 eV
Largest force on an atom ... 3.94 eV Å⁻¹

Per-atom Löwdin charges, elementary charge units: number 1, C, carries 0.03; number 2, C, carries -0.29; number 3, F, carries 0.05; number 4, N, carries 0.15; number 5, C, carries -0.28; number 6, O, carries 0.25; number 7, C, carries -0.01; number 8, C, carries 0.12; number 9, C, carries 0.03; number 10, C, carries -0.23; number 11, P, carries 1.02; number 12, O, carries -0.46; number 13, O, carries -0.15; number 14, C, carries -0.11; number 15, F, carries -0.18; number 16, C, carries -0.04; number 17, C, carries -0.32; number 18, O, carries 0.12; number 19, H, carries 0.09; number 20, H, carries 0.10; number 21, H, carries 0.10; number 22, H, carries 0.16; number 23, H, carries 0.16; number 24, H, carries 0.14; number 25, H, carries 0.15; number 26, H, carries 0.13; number 27, Ce, carries 2.26

=====

(4)
C10H8F16NO5Rb | wB97M-V/def2-TZVPD

Element x y z (Å)
Rb (-5.745, -2.889, -2.054)
N (-2.055, -1.052, -2.178)
O (-1.687, -0.027, -2.762)
O (-1.238, -1.864, -1.707)
O (-3.285, -1.296, -2.010)
C (-1.243, 4.362, -1.192)
C (-2.531, 4.686, -1.916)
C (-3.415, 3.493, -2.271)
F (-3.910, 2.866, -1.167)
F (-4.472, 3.916, -3.015)
F (-3.287, 5.524, -1.149)
F (-2.217, 5.344, -3.048)
O (-0.446, 3.697, -2.175)
C (0.574, 2.954, -1.727)
C (1.229, 2.278, -2.922)
F (1.743, 3.162, -3.795)
F (2.222, 1.451, -2.484)
F (1.427, 3.647, -0.950)
F (0.112, 1.925, -0.949)
H (-1.306, 3.866, -0.228)
H (-0.775, 5.338, -1.020)
H (-2.852, 2.764, -2.863)
H (0.475, 1.650, -3.406)
C (2.015, -3.299, 2.027)
C (1.549, -2.126, 1.179)
C (1.427, -2.492, -0.292)
F (2.573, -3.026, -0.791)
F (0.469, -3.444, -0.401)
F (0.342, -1.707, 1.624)
F (2.390, -1.068, 1.335)
O (1.816, -2.956, 3.393)
C (2.214, -3.917, 4.257)
C (1.824, -3.406, 5.642)
F (1.949, -4.381, 6.582)
F (2.627, -2.388, 5.980)
F (1.552, -5.072, 4.001)
F (3.544, -4.134, 4.147)
H (3.070, -3.470, 1.812)
H (1.397, -4.162, 1.785)
H (1.150, -1.649, -0.916)
H (0.777, -3.097, 5.622)

Summary:
HOMO ... -8.42 eV
LUMO level ... -0.056 hartree
Total charge ... 0
Spin multiplicity ... 1
Frontier orbital gap ... 6.879 eV
Largest force on an atom ... 1.48 eV Å⁻¹

Per-atom natural (NBO) charges, elementary charge units: number 1, Rb, carries 1.00; number 2, N, carries 0.72; number 3, O, carries -0.52; number 4, O, carries -0.52; number 5, O, carries -0.68; number 6, C, carries -0.14; number 7, C, carries 0.61; number 8, C, carries 0.51; number 9, F, carries -0.33; number 10, F, carries -0.33; number 11, F, carries -0.33; number 12, F, carries -0.31; number 13, O, carries -0.51; number 14, C, carries 0.84; number 15, C, carries 0.50; number 16, F, carries -0.32; number 17, F, carries -0.33; number 18, F, carries -0.32; number 19, F, carries -0.33; number 20, H, carries 0.23; number 21, H, carries 0.21; number 22, H, carries 0.17; number 23, H, carries 0.17; number 24, C, carries -0.15; number 25, C, carries 0.61; number 26, C, carries 0.50; number 27, F, carries -0.34; number 28, F, carries -0.32; number 29, F, carries -0.31; number 30, F, carries -0.32; number 31, O, carries -0.50; number 32, C, carries 0.84; number 33, C, carries 0.51; number 34, F, carries -0.33; number 35, F, carries -0.31; number 36, F, carries -0.33; number 37, F, carries -0.32; number 38, H, carries 0.22; number 39, H, carries 0.22; number 40, H, carries 0.19; number 41, H, carries 0.15

=====

Among the records above, which one has the lowest largest force on an atom?
C10H7Cl5KN3O